# C47H36FNO32P

8 unconnected molecules or ions with the total composition C47H36FNO32P in a non-equilibrium geometry (ωB97M-V/def2-TZVPD, the OMol25 dataset).

Structure (XYZ):
```
118
C47H36FNO32P | the OMol25 dataset | ωB97M-V/def2-TZVPD
C 5.858 1.122 -1.685
C 4.483 1.706 -1.611
O 3.475 1.052 -1.806
O 4.352 3.034 -1.281
C 3.373 3.678 -2.071
P 1.693 3.262 -1.477
C 0.953 2.014 -2.688
O 1.499 1.913 -3.740
N -0.184 1.311 -2.215
C -1.078 0.801 -3.197
O -1.798 -0.069 -2.989
F -1.066 1.474 -4.350
H 5.874 0.413 -2.522
H 6.023 0.524 -0.778
H 6.631 1.886 -1.777
H 3.507 4.757 -1.923
H 3.449 3.474 -3.145
H 1.833 2.627 -0.239
H 0.903 4.410 -1.385
H 0.118 0.515 -1.643
C 2.590 -4.181 0.171
C 3.486 -5.133 0.478
C 4.969 -4.849 0.499
O 5.712 -5.756 0.809
C 5.422 -3.509 0.147
C 4.521 -2.575 -0.171
C 3.044 -2.857 -0.161
O 2.292 -1.927 -0.425
O 4.839 -1.322 -0.508
O 3.149 -6.373 0.787
H 1.524 -4.365 0.167
H 6.486 -3.318 0.151
H 3.994 -0.888 -0.755
H 3.981 -6.853 0.970
C -1.427 6.485 -5.218
C -0.401 5.739 -4.800
C 0.956 6.325 -4.526
O 1.824 5.562 -4.107
C 1.168 7.728 -4.759
C 0.145 8.490 -5.188
C -1.230 7.913 -5.431
O -2.100 8.672 -5.798
O 0.258 9.782 -5.423
O -0.487 4.422 -4.596
H -2.407 6.074 -5.416
H 2.154 8.131 -4.575
H -0.621 10.095 -5.718
H 0.412 4.141 -4.345
C 1.161 -0.969 4.355
C 1.154 -0.558 3.081
C 0.834 0.858 2.723
O 0.859 1.185 1.535
C 0.503 1.780 3.778
C 0.500 1.374 5.060
C 0.846 -0.042 5.431
O 0.845 -0.332 6.609
O 0.200 2.185 6.058
O 1.431 -1.380 2.071
H 1.394 -1.987 4.633
H 0.259 2.794 3.495
H 0.274 1.660 6.879
H 1.370 -0.866 1.246
C 5.758 6.531 2.068
C 6.769 6.762 2.924
C 7.860 5.745 3.162
O 8.744 6.042 3.937
C 7.786 4.475 2.455
C 6.774 4.256 1.608
C 5.703 5.277 1.355
O 4.830 4.980 0.549
O 6.618 3.129 0.914
O 6.890 7.881 3.615
H 4.974 7.252 1.889
H 8.561 3.746 2.640
H 5.807 3.271 0.388
H 7.703 7.794 4.151
C -3.855 -1.312 4.138
C -4.895 -1.893 3.514
C -4.945 -2.023 2.011
O -5.915 -2.590 1.553
C -3.855 -1.470 1.227
C -2.828 -0.888 1.857
C -2.758 -0.789 3.361
O -1.766 -0.264 3.856
O -1.792 -0.351 1.219
O -5.940 -2.385 4.151
H -3.804 -1.216 5.213
H -3.909 -1.550 0.150
H -1.215 0.004 1.917
H -6.569 -2.732 3.479
C 0.164 -6.328 -3.675
C 0.147 -5.445 -2.670
C -0.710 -5.642 -1.446
O -0.641 -4.791 -0.574
C -1.557 -6.811 -1.374
C -1.546 -7.699 -2.381
C -0.670 -7.516 -3.596
O -0.710 -8.377 -4.452
O -2.291 -8.793 -2.393
O 0.875 -4.331 -2.659
H 0.776 -6.198 -4.556
H -2.178 -6.934 -0.499
H -2.090 -9.257 -3.230
H 0.663 -3.885 -1.816
C -10.433 -3.969 2.835
C -11.497 -4.542 2.252
C -11.607 -4.682 0.753
O -12.600 -5.231 0.316
C -10.534 -4.158 -0.070
C -9.472 -3.584 0.513
C -9.358 -3.464 2.010
O -8.346 -2.933 2.436
O -8.446 -3.088 -0.166
O -12.525 -5.026 2.931
H -10.344 -3.863 3.907
H -10.628 -4.253 -1.143
H -7.801 -2.753 0.491
H -13.149 -5.383 2.268
```

Calculated values
Highest occupied orbital energy, eV: -10.768
HOMO-LUMO gap, Eh: 0.25048
E_LUMO, eV: -3.95
Charge: +1
Molar mass, g/mol: 1176.75

Atomic partial charges in e from the Löwdin method, atoms 1 to 5: 0.045 -0.457 0.079 -0.081 -0.288

***

# C23H72N10O11

11 unconnected molecules or ions with the total composition C23H72N10O11 in a non-equilibrium geometry (ωB97M-V/def2-TZVPD, the OMol25 dataset).

Structure (XYZ):
```
116
C23H72N10O11 | the OMol25 dataset | ωB97M-V/def2-TZVPD
C 3.914 -0.243 1.228
O 5.110 0.526 1.324
H 3.199 0.346 0.651
H 4.075 -1.202 0.727
H 3.437 -0.530 2.164
H 5.444 0.633 0.431
C 2.671 -4.417 -2.819
O 2.475 -5.072 -1.557
H 3.663 -4.589 -3.242
H 1.989 -4.927 -3.497
H 2.463 -3.354 -2.691
H 3.253 -4.855 -1.035
C 1.958 3.550 1.154
O 0.962 2.921 1.943
H 2.639 4.065 1.834
H 2.501 2.888 0.482
H 1.494 4.301 0.505
H 0.817 3.432 2.741
C -1.644 -5.070 -0.985
O -0.385 -4.941 -0.295
H -1.734 -4.183 -1.617
H -1.730 -6.007 -1.529
H -2.401 -4.953 -0.210
H 0.272 -5.418 -0.813
C 1.412 2.774 -1.916
O 0.366 3.404 -1.860
N 1.563 1.435 -1.674
N 2.599 3.379 -2.244
H 0.789 0.852 -1.375
H 2.496 1.113 -1.505
H 2.637 4.257 -2.721
H 3.433 2.855 -2.060
C 0.345 -0.786 0.115
O -0.012 -0.335 -0.988
N 0.686 -2.107 0.210
N 0.635 -0.044 1.189
H 0.994 -2.329 1.144
H 0.468 -2.749 -0.529
H 0.720 -0.485 2.088
H 0.320 0.912 1.109
C -3.099 1.770 1.101
O -2.931 0.877 1.932
N -4.305 2.090 0.579
N -2.085 2.550 0.632
H -5.198 1.700 0.803
H -4.253 2.827 -0.102
H -1.249 2.461 1.194
H -2.186 3.454 0.206
C 1.757 -0.060 4.898
C 0.475 0.547 5.419
C 0.745 1.469 6.566
O -0.455 1.819 7.216
C -0.277 2.687 8.302
N -0.226 1.208 4.345
H 2.497 0.680 4.589
H 1.565 -0.744 4.065
H 2.221 -0.787 5.571
H -0.060 -0.322 5.832
H 1.329 2.343 6.254
H 1.402 0.901 7.239
H -1.216 2.970 8.775
H 0.211 3.621 8.005
H 0.355 2.254 9.086
H -1.074 1.650 4.674
H -0.441 0.586 3.577
C 1.633 3.459 -5.223
C 1.276 2.560 -6.399
C 0.683 1.215 -5.943
O 1.619 0.542 -5.148
C 1.017 -0.406 -4.289
N 0.344 3.369 -7.187
H 2.273 4.325 -5.394
H 2.164 2.776 -4.551
H 0.741 3.852 -4.732
H 2.142 2.370 -7.038
H 0.278 0.613 -6.760
H -0.165 1.566 -5.340
H 0.393 -1.134 -4.812
H 0.612 -0.026 -3.355
H 1.804 -1.078 -3.925
H -0.489 3.650 -6.686
H 0.703 4.240 -7.548
C -2.382 -2.696 4.413
C -1.124 -2.758 3.529
C 0.154 -3.101 4.277
O 1.156 -3.084 3.256
C 2.441 -3.391 3.734
N -1.349 -3.711 2.451
H -2.535 -3.634 4.951
H -3.255 -2.441 3.817
H -2.200 -1.957 5.196
H -1.098 -1.730 3.136
H 0.151 -4.089 4.746
H 0.389 -2.366 5.053
H 2.856 -2.702 4.477
H 3.046 -3.304 2.828
H 2.524 -4.392 4.168
H -2.163 -3.307 1.986
H -0.719 -3.773 1.656
C -2.136 1.716 -2.974
C -2.869 0.365 -3.061
C -3.841 0.366 -4.261
O -4.760 -0.711 -4.251
C -6.020 -0.393 -4.793
N -1.847 -0.685 -3.229
H -1.670 2.023 -3.907
H -1.437 1.698 -2.140
H -2.839 2.509 -2.687
H -3.484 0.134 -2.191
H -3.368 0.478 -5.245
H -4.374 1.327 -4.211
H -6.710 -0.110 -3.988
H -6.428 -1.199 -5.398
H -6.032 0.542 -5.364
H -1.326 -0.704 -2.355
H -1.174 -0.405 -3.933
```

Calculated values
SMILES: COC[C@H](C)N.COC[C@H](C)N.COC[C@H](C)N.COC[C@H](C)N.NC(N)=O.NC(N)=O.NC(N)=O.CO.CO.CO.CO
Relative energy (zero: lowest compared OMol25 entry of this formula, charge and spin), kcal/mol: 28.76
Highest occupied orbital energy, eV: -8.223
HOMO-LUMO gap, Eh: 0.30951
E_LUMO, eV: 0.20
Charge: 0
Molar mass, g/mol: 664.89

Atomic partial charges in e from the Löwdin method, atoms 1 to 5: -0.160 -0.112 0.046 0.076 0.062